C20H22N4O | wB97M-V/def2-TZVPD

Geometry as XYZ:
```
47
Properties=species:S:1:pos:R:3:mulliken_charge:R:1
C 0.497 -7.564 -0.668 -1.43
C 0.341 -6.090 -0.700 0.66
N 1.252 -5.239 -0.325 -0.89
C 0.703 -3.997 -0.517 0.71
C 1.237 -2.738 -0.287 -0.91
C 0.451 -1.631 -0.577 0.71
C -0.848 -1.782 -1.084 -0.58
C -1.387 -3.030 -1.319 -1.50
C -0.606 -4.136 -1.034 1.01
N -0.811 -5.493 -1.140 0.06
C -1.987 -6.160 -1.618 -0.98
H -1.755 -6.774 -2.492 0.31
H -2.729 -5.415 -1.899 0.32
H -2.409 -6.803 -0.842 0.31
H -2.388 -3.122 -1.713 0.26
H -1.422 -0.898 -1.302 0.55
N 1.002 -0.370 -0.318 -0.03
C 0.514 0.869 -0.660 0.59
O -0.497 1.061 -1.305 -0.70
N 1.317 1.904 -0.252 0.06
C 2.185 1.931 0.905 -0.55
C 1.643 3.095 1.739 -1.13
H 0.800 2.752 2.341 0.42
H 2.395 3.514 2.404 0.38
C 1.156 4.113 0.692 0.40
C -0.075 4.848 1.147 0.34
C -1.275 4.170 1.337 -0.16
C -2.402 4.842 1.770 -0.73
C -2.348 6.203 2.022 -0.45
C -1.160 6.886 1.837 -0.54
C -0.032 6.212 1.402 -0.59
H 0.893 6.752 1.258 0.34
H -1.109 7.948 2.029 0.37
H -3.229 6.728 2.360 0.37
H -3.327 4.303 1.910 0.39
H -1.331 3.109 1.136 0.31
C 0.924 3.265 -0.577 -1.33
H -0.119 3.263 -0.902 0.53
H 1.539 3.631 -1.406 0.19
H 1.950 4.840 0.498 0.63
H 3.216 2.131 0.588 0.19
H 2.159 0.996 1.465 0.47
H 1.944 -0.407 0.040 0.24
H 2.237 -2.634 0.106 0.37
H 0.391 -7.983 -1.669 0.31
H -0.259 -8.017 -0.027 0.31
H 1.483 -7.804 -0.284 0.38
```

Output
- maximum force (eV Å⁻¹) = 0.8
- energy above the lowest of the compared OMol25 structures with the same formula, charge and spin (eV) = 0.000
- HOMO level (eV) = -7.624
- frontier orbital gap (eV) = 8.38
- charge = 0
- structure (SMILES) = Cc1nc2cc(NC(=O)N3CC[C@H](c4ccccc4)C3)ccc2n1C

***

C19H23CaN5S3 | wB97M-V/def2-TZVPD

Geometry as XYZ:
```
51
Properties=species:S:1:pos:R:3:mulliken_charge:R:1
Ca -2.812 -0.055 -1.806 1.34
S -0.694 -1.996 -2.027 -0.27
C -0.048 -1.565 -0.509 -0.21
N 1.245 -1.152 -0.374 0.23
C 1.916 -1.021 0.926 -0.49
C 1.249 -1.986 1.811 -0.91
N -0.213 -1.725 1.876 0.26
C -0.810 -1.774 3.187 -1.66
C -0.743 -0.353 3.855 0.89
C -0.258 -0.086 5.183 -0.48
C -0.348 1.138 5.721 -0.49
C -1.048 2.184 5.061 -0.47
C -1.460 1.963 3.778 -0.61
C -1.326 0.707 3.188 0.04
C -0.916 -1.625 0.747 0.70
S -2.627 -1.514 0.697 -0.34
C 2.102 -1.033 -1.552 -1.19
C 3.033 0.166 -1.605 0.76
C 2.568 1.467 -1.489 -0.33
C 3.457 2.555 -1.568 -0.41
C 4.789 2.366 -1.772 -0.53
C 5.261 1.070 -2.014 -0.41
C 4.395 -0.043 -1.969 -0.53
H 1.893 0.013 1.288 0.32
H 2.989 -1.319 0.767 0.45
H 1.674 -1.906 2.835 0.46
H 1.407 -2.997 1.429 0.35
H -0.346 -2.605 3.712 0.54
H -1.869 -2.085 3.061 0.45
H 0.115 -0.870 5.759 0.47
H 0.027 1.332 6.747 0.33
H -1.129 3.178 5.455 0.41
H -1.952 2.751 3.192 0.33
H -1.757 0.619 2.212 0.29
H 1.463 -1.044 -2.449 0.37
H 2.633 -2.005 -1.648 0.34
H 1.520 1.617 -1.261 0.35
H 2.975 3.531 -1.436 0.35
H 5.508 3.206 -1.653 0.37
H 6.292 0.855 -2.277 0.39
H 4.742 -1.087 -1.966 0.33
N -4.990 -0.369 -2.696 -0.66
N -4.316 -0.524 -3.926 -0.15
C -3.862 0.648 -4.527 0.68
N -3.677 0.506 -5.839 -0.41
S -3.196 1.997 -3.736 -0.43
H -5.511 -1.228 -2.502 0.24
H -5.605 0.468 -2.738 0.30
H -4.538 -1.384 -4.418 0.24
H -3.946 -0.268 -6.409 0.22
H -3.255 1.279 -6.324 0.21
```

Output
- maximum force (eV Å⁻¹) = 3.2
- HOMO level (eV) = -13.801
- frontier orbital gap (eV) = 6.86
- charge = +2

***

C8H14ClP | wB97M-V/def2-TZVPD

Geometry as XYZ:
```
24
Properties=species:S:1:pos:R:3:mulliken_charge:R:1
C -0.975 -1.902 1.139 -0.12
C 1.505 1.573 0.169 -0.46
C -0.737 -0.915 0.293 0.38
C 1.209 0.936 -0.994 0.67
C -0.116 -3.167 1.222 -1.19
C 1.832 0.856 1.537 -1.21
C -1.626 0.266 0.043 -1.14
C 1.036 1.509 -2.349 -1.35
P 0.885 -0.856 -0.814 -0.03
Cl -0.003 -1.343 -2.544 -0.28
H -1.903 -1.854 1.678 0.36
H 1.526 2.597 0.184 0.50
H 0.411 -3.237 2.251 0.25
H 0.750 -3.156 0.555 0.38
H -0.656 -4.042 1.075 0.35
H 2.451 1.608 2.115 0.35
H 2.444 -0.020 1.269 0.36
H 0.915 0.593 1.918 0.33
H -1.254 1.306 0.171 0.25
H -2.117 0.244 -0.986 0.28
H -2.585 0.081 0.650 0.35
H 1.257 0.805 -3.160 0.35
H -0.087 1.624 -2.430 0.27
H 1.551 2.435 -2.743 0.34
```

Output
- maximum force (eV Å⁻¹) = 4.4
- energy above the lowest of the compared OMol25 structures with the same formula, charge and spin (eV) = 0.000
- HOMO level (eV) = -8.115
- frontier orbital gap (eV) = 8.97
- charge = 0
- structure (SMILES) = C/C=C(/C)P(Cl)/C(C)=C\C

***

C3H10N2O | wB97M-V/def2-TZVPD

Geometry as XYZ:
```
16
Properties=species:S:1:pos:R:3:mulliken_charge:R:1
C -0.795 -0.467 -0.651 -0.63
N 0.430 0.142 -1.128 -0.34
C 0.986 1.219 -0.341 -0.42
O 2.118 1.723 -1.007 -0.53
C -0.652 -1.285 0.627 -0.61
N -0.596 -0.551 1.885 -0.56
H -1.144 -1.181 -1.400 0.38
H -1.607 0.262 -0.540 0.37
H 0.270 0.525 -2.056 0.21
H 0.320 2.076 -0.177 0.29
H 1.203 0.813 0.658 0.38
H 2.691 0.943 -1.119 0.33
H -1.399 -2.075 0.625 0.39
H 0.270 -1.867 0.499 0.25
H -1.428 -0.717 2.431 0.27
H -0.666 0.440 1.694 0.22
```

Output
- maximum force (eV Å⁻¹) = 1.2
- energy above the lowest of the compared OMol25 structures with the same formula, charge and spin (eV) = 1.327
- HOMO level (eV) = -9.262
- frontier orbital gap (eV) = 10.28
- charge = 0
- structure (SMILES) = NCCNCO

***

C15H10Cl48N2O2P | wB97M-V/def2-TZVPD

Geometry as XYZ:
```
78
Properties=species:S:1:pos:R:3:mulliken_charge:R:1
C 1.925 -0.277 -1.440 -1.35
C 1.498 0.868 -2.293 1.05
N 1.312 0.690 -3.524 -0.56
C 1.271 2.291 -1.706 -0.62
N 2.471 3.161 -2.111 0.10
O 3.591 2.365 -2.441 -0.35
P 3.046 4.305 -0.824 0.60
O 3.400 5.534 -1.513 -0.56
H 2.096 -1.131 -2.089 0.46
H 1.117 -0.565 -0.765 0.43
H 2.856 -0.102 -0.912 0.14
H 1.017 1.601 -3.892 0.28
H 1.136 2.291 -0.628 0.51
H 0.389 2.692 -2.218 -0.21
H 2.165 3.700 -2.926 0.60
H 3.882 2.675 -3.320 0.36
H 4.175 3.663 -0.287 0.12
H 2.078 4.420 0.193 0.09
C -2.583 0.869 -4.527 0.25
Cl -1.883 1.054 -6.136 -0.10
Cl -1.665 1.849 -3.359 -0.04
Cl -4.246 1.448 -4.520 -0.05
Cl -2.522 -0.825 -4.043 -0.09
C 3.086 -3.043 1.780 0.26
Cl 2.586 -2.477 3.376 0.03
Cl 4.266 -4.341 1.951 -0.08
Cl 1.673 -3.642 0.907 -0.08
Cl 3.815 -1.701 0.874 -0.11
C 2.086 -7.929 0.482 0.18
Cl 1.795 -6.838 -0.883 -0.07
Cl 3.809 -8.309 0.571 -0.01
Cl 1.579 -7.147 1.987 -0.02
Cl 1.161 -9.418 0.238 -0.08
C -2.921 -8.253 1.763 0.25
Cl -1.464 -7.912 0.824 -0.01
Cl -2.458 -8.734 3.400 -0.11
Cl -3.915 -6.793 1.848 0.00
Cl -3.832 -9.560 0.999 -0.10
C -7.767 4.114 -3.542 0.36
Cl -9.330 3.303 -3.637 -0.09
Cl -7.416 4.524 -1.858 -0.09
Cl -6.503 3.028 -4.174 -0.12
Cl -7.802 5.586 -4.513 -0.09
C 7.033 -10.348 -1.409 0.37
Cl 6.564 -9.808 0.209 -0.09
Cl 8.226 -11.641 -1.274 -0.09
Cl 5.605 -10.945 -2.262 -0.09
Cl 7.730 -8.991 -2.302 -0.10
C -5.013 -3.149 3.340 0.33
Cl -3.563 -2.882 2.351 -0.04
Cl -4.530 -3.677 4.954 -0.09
Cl -5.955 -1.663 3.463 -0.09
Cl -5.994 -4.407 2.579 -0.11
C 1.915 -3.345 7.285 0.34
Cl 0.441 -4.297 7.084 -0.08
Cl 2.109 -2.904 8.982 -0.09
Cl 3.308 -4.291 6.753 -0.09
Cl 1.798 -1.873 6.305 -0.09
C -2.720 0.949 3.473 0.26
Cl -1.984 2.526 3.138 -0.10
Cl -3.907 1.125 4.763 -0.07
Cl -3.506 0.346 2.008 -0.07
Cl -1.466 -0.192 3.975 -0.04
C -3.249 5.270 -1.465 0.19
Cl -1.834 5.428 -2.531 -0.15
Cl -2.718 4.747 0.140 -0.04
Cl -4.064 6.827 -1.337 -0.05
Cl -4.362 4.079 -2.139 0.09
C -2.663 10.417 -2.984 0.32
Cl -1.931 11.985 -3.328 -0.10
Cl -3.843 10.590 -1.679 -0.09
Cl -3.471 9.810 -4.433 -0.08
Cl -1.402 9.274 -2.493 -0.06
C 4.903 6.813 2.353 0.36
Cl 6.365 7.221 1.463 -0.08
Cl 5.320 6.192 3.946 -0.07
Cl 3.875 8.231 2.509 -0.08
Cl 4.010 5.545 1.453 -0.21
```

Output
- maximum force (eV Å⁻¹) = 2.0
- HOMO level (eV) = -12.164
- frontier orbital gap (eV) = 8.64
- charge = +1

***

C25H63N8NbO11P | wB97M-V/def2-TZVPD

Geometry as XYZ:
```
109
Properties=species:S:1:pos:R:3:mulliken_charge:R:1
C 3.752 2.849 1.308 -1.04
C 3.191 3.391 -0.025 -0.25
C 2.385 2.336 -0.807 0.32
C 3.187 1.883 -2.067 -1.34
Nb 0.356 3.051 -1.486 -0.88
O 0.192 4.890 -0.548 -0.49
N 0.703 5.922 -1.296 0.29
O -0.105 6.733 -1.586 -0.40
P -0.863 1.840 0.477 -0.09
O -1.596 0.465 -0.113 -0.20
O -2.122 2.829 0.986 -0.41
H 3.941 1.775 1.231 0.25
H 3.018 2.997 2.096 0.19
H 4.682 3.349 1.579 0.32
H 4.026 3.739 -0.640 0.46
H 2.595 4.272 0.228 0.14
H 2.262 1.429 -0.207 0.31
H 3.407 2.759 -2.683 0.47
H 4.124 1.427 -1.756 0.34
H 2.593 1.175 -2.644 0.12
H -1.351 3.115 -2.188 -0.02
H 0.379 1.466 -2.333 0.35
H 0.887 3.842 -3.060 -0.02
H -1.299 0.329 -1.027 0.25
H -2.216 3.560 0.362 0.28
C -0.032 -2.139 -4.800 -1.45
C 0.629 -1.609 -3.549 0.88
O 0.009 -1.006 -2.697 -0.48
N 1.973 -1.816 -3.390 0.00
C 2.886 -2.493 -4.277 -0.95
H -1.087 -1.888 -4.746 0.27
H 0.407 -1.700 -5.698 0.36
H 0.066 -3.225 -4.853 0.39
H 2.341 -1.412 -2.539 0.08
H 3.360 -3.345 -3.780 0.21
H 3.675 -1.817 -4.615 0.27
H 2.356 -2.862 -5.150 0.41
C -5.081 -1.606 -2.324 -1.14
C -3.624 -1.983 -2.459 0.72
O -3.091 -2.171 -3.544 -0.65
N -2.898 -2.074 -1.318 -0.03
C -3.341 -1.876 0.048 -0.53
H -5.520 -1.550 -3.315 0.38
H -5.632 -2.339 -1.734 0.35
H -5.179 -0.633 -1.843 0.19
H -1.924 -2.279 -1.479 0.18
H -2.797 -1.050 0.508 0.16
H -3.171 -2.779 0.641 0.21
H -4.399 -1.643 0.078 0.24
C 5.047 -2.917 -0.602 -1.26
C 5.361 -1.522 -1.090 0.51
O 4.646 -0.567 -0.849 -0.53
N 6.496 -1.360 -1.835 -0.13
C 7.460 -2.366 -2.218 -0.87
H 4.124 -2.874 -0.032 0.36
H 4.916 -3.598 -1.444 0.26
H 5.835 -3.306 0.036 0.53
H 6.647 -0.409 -2.134 0.24
H 8.453 -2.125 -1.829 0.29
H 7.531 -2.446 -3.305 0.28
H 7.167 -3.333 -1.821 0.31
C 4.215 -7.194 -0.001 -1.17
C 4.984 -6.543 1.127 0.77
O 5.491 -5.442 1.005 -0.59
N 5.085 -7.231 2.296 -0.19
C 4.544 -8.533 2.620 -0.86
H 4.227 -6.517 -0.849 0.19
H 4.672 -8.141 -0.293 0.35
H 3.180 -7.380 0.287 0.36
H 5.603 -6.739 3.007 0.24
H 3.849 -8.467 3.459 0.28
H 5.341 -9.229 2.889 0.28
H 4.009 -8.940 1.768 0.32
C 1.321 4.927 4.751 -1.23
C 2.773 4.571 4.983 0.76
O 3.559 4.467 4.063 -0.59
N 3.172 4.358 6.274 -0.17
C 2.375 4.430 7.477 -0.83
H 1.175 5.053 3.682 0.23
H 0.662 4.133 5.103 0.36
H 1.057 5.856 5.260 0.39
H 4.147 4.120 6.357 0.24
H 2.766 5.185 8.162 0.28
H 2.364 3.470 7.998 0.28
H 1.351 4.692 7.230 0.31
C -7.589 2.081 -3.217 -1.42
C -7.802 0.854 -2.360 0.86
O -7.970 -0.252 -2.846 -0.65
N -7.785 1.024 -1.010 -0.07
C -7.588 2.245 -0.260 -0.64
H -7.625 1.772 -4.257 0.33
H -8.367 2.826 -3.037 0.38
H -6.618 2.534 -3.015 0.37
H -7.912 0.165 -0.495 0.20
H -6.707 2.167 0.368 0.06
H -8.453 2.453 0.377 0.23
H -7.451 3.085 -0.936 0.36
C -4.350 1.073 2.423 -1.17
C -5.687 0.437 2.149 0.84
O -5.823 -0.622 1.559 -0.67
N -6.794 1.111 2.582 -0.14
C -6.852 2.378 3.275 -0.87
H -3.570 0.443 2.007 -0.02
H -4.268 2.053 1.955 0.43
H -4.188 1.178 3.498 0.41
H -7.660 0.640 2.371 0.27
H -7.335 2.270 4.249 0.33
H -7.415 3.115 2.696 0.26
H -5.850 2.763 3.430 0.30
```

Output
- maximum force (eV Å⁻¹) = 2.7
- HOMO level (eV) = -3.593
- frontier orbital gap (eV) = 5.43
- charge = -1

***

C14H23CrOS | wB97M-V/def2-TZVPD

Geometry as XYZ:
```
40
Properties=species:S:1:pos:R:3:lowdin_spin:R:1
Cr 0.251 -0.113 0.025 3.91
C 2.578 0.713 -0.224 0.01
C 1.713 1.800 -0.215 0.01
C 0.882 1.697 0.973 -0.04
C 1.352 0.595 1.749 0.02
C 2.298 -0.094 0.942 -0.02
C 3.206 -1.217 1.347 0.00
C 0.947 0.315 3.164 0.02
C -0.087 2.745 1.415 0.00
C 1.617 2.918 -1.198 0.00
C 3.632 0.391 -1.227 0.00
H 4.182 -0.806 1.610 0.00
H 3.365 -1.918 0.526 0.00
H 2.829 -1.772 2.203 0.00
H 1.283 1.134 3.801 0.00
H 1.407 -0.597 3.536 0.00
H -0.137 0.242 3.268 0.00
H 0.410 3.500 2.024 0.00
H -0.890 2.312 2.011 0.00
H -0.516 3.242 0.547 0.00
H 1.739 3.876 -0.693 0.00
H 0.639 2.919 -1.682 0.00
H 2.383 2.839 -1.964 0.00
H 4.623 0.534 -0.792 0.00
H 3.553 1.033 -2.100 0.00
H 3.559 -0.648 -1.546 0.00
O -1.616 0.098 -0.760 0.06
S -2.395 -0.554 -1.883 0.01
C -4.118 -0.665 -1.236 0.00
C -4.523 -2.120 -1.366 0.00
C -3.319 -2.941 -0.915 0.00
C -2.089 -2.355 -1.602 0.01
H -4.757 0.011 -1.798 0.00
H -4.072 -0.340 -0.198 0.00
H -4.777 -2.354 -2.401 0.00
H -5.398 -2.333 -0.752 0.00
H -3.450 -3.986 -1.184 0.00
H -3.219 -2.876 0.168 0.00
H -1.912 -2.811 -2.575 0.00
H -1.173 -2.417 -0.995 0.00
```

Output
- spin multiplicity = 5
- maximum force (eV Å⁻¹) = 1.1
- HOMO level (spin up / spin down) (eV) = -10.316 / -11.347
- frontier orbital gap (spin up / spin down) (eV) = 6.64 / 7.58
- charge = +1

***

C4H5NO2 | wB97M-V/def2-TZVPD

Geometry as XYZ:
```
12
Properties=species:S:1:pos:R:3:mulliken_charge:R:1
N -1.272 -1.270 -0.057 -0.50
C -0.511 -0.211 0.454 -0.31
C 1.273 0.095 -0.863 -0.40
C 0.976 -0.121 0.545 0.14
O 0.962 1.317 0.595 -0.39
C -0.692 1.167 0.447 0.59
O -1.400 2.117 0.393 -0.54
H -2.045 -0.953 -0.630 0.25
H -1.630 -1.898 0.655 0.24
H 0.625 -0.331 -1.626 0.28
H 2.101 0.726 -1.174 0.26
H 1.613 -0.637 1.262 0.41
```

Output
- maximum force (eV Å⁻¹) = 0.8
- energy above the lowest of the compared OMol25 structures with the same formula, charge and spin (eV) = 5.412
- HOMO level (spin up / spin down) (eV) = -7.729 / -7.698
- frontier orbital gap (spin up / spin down) (eV) = 6.81 / 6.72
- charge = 0

***

C2H3NO2S | wB97M-V/def2-TZVPD

Geometry as XYZ:
```
9
Properties=species:S:1:pos:R:3:mulliken_charge:R:1
C 1.106 -0.065 0.597 0.34
C -0.422 0.646 -0.280 -0.60
N 0.616 -1.279 0.702 -0.22
O 2.121 0.473 0.763 -0.41
O -1.858 -1.624 -0.054 -0.54
S -0.617 -1.119 -0.574 0.51
H -1.196 0.916 0.479 0.30
H -0.319 1.135 -1.255 0.33
H 1.414 -2.001 0.792 0.28
```

Output
- maximum force (eV Å⁻¹) = 4.8
- energy above the lowest of the compared OMol25 structures with the same formula, charge and spin (eV) = 2.881
- HOMO level (eV) = -9.569
- frontier orbital gap (eV) = 10.10
- charge = 0

***

C29H26N3PPt | wB97M-V/def2-TZVPD

Geometry as XYZ:
```
60
Properties=species:S:1:pos:R:3:mulliken_charge:R:1
Pt 1.030 -0.249 0.671 0.96
C 1.730 -2.448 -2.365 -1.06
C 0.757 -1.721 -3.249 0.77
C 0.811 -1.910 -4.628 -0.88
C -0.089 -1.295 -5.483 -0.72
C -1.076 -0.466 -4.973 -0.84
C -1.137 -0.249 -3.607 -0.56
C -0.234 -0.866 -2.742 0.74
P -0.419 -0.587 -0.952 1.34
C -1.147 1.112 -0.921 0.60
C -0.235 2.088 -1.345 -0.62
C -0.572 3.428 -1.387 -0.88
C -1.846 3.819 -0.999 -0.66
C -2.753 2.862 -0.578 -0.95
C -2.436 1.501 -0.529 0.97
C -3.507 0.552 -0.054 -1.10
C -1.601 -1.811 -0.352 0.31
C -2.447 -2.599 -1.117 -0.68
C -3.159 -3.622 -0.506 -0.71
C -2.979 -3.865 0.849 -0.66
C -2.124 -3.074 1.608 -0.62
C -1.447 -2.008 1.027 0.13
C -0.546 -1.070 1.791 -1.81
H 2.407 -3.053 -2.966 0.43
H 1.211 -3.111 -1.669 0.26
H 2.327 -1.759 -1.768 0.07
H 1.575 -2.562 -5.034 0.38
H -0.021 -1.466 -6.550 0.39
H -1.789 0.013 -5.631 0.44
H -1.896 0.414 -3.209 0.39
H 0.763 1.786 -1.643 0.40
H 0.155 4.158 -1.719 0.45
H -2.138 4.861 -1.037 0.40
H -3.749 3.168 -0.280 0.37
H -4.404 1.112 0.206 0.48
H -3.194 -0.013 0.824 0.19
H -3.775 -0.178 -0.818 0.24
H -2.531 -2.433 -2.185 0.47
H -3.826 -4.244 -1.088 0.44
H -3.503 -4.688 1.319 0.39
H -1.986 -3.283 2.663 0.47
H -0.103 -1.581 2.650 0.60
H -1.158 -0.250 2.196 0.38
N 3.840 0.400 -0.738 -0.83
C 2.818 0.160 -0.251 0.07
N 1.357 2.840 3.524 0.01
C 0.802 2.071 2.557 -0.44
N 1.524 1.015 2.299 -0.22
C 2.637 1.086 3.128 0.62
C 3.728 0.229 3.236 -0.62
C 4.696 0.563 4.159 -0.73
C 4.584 1.712 4.960 -0.37
C 3.509 2.571 4.854 -1.04
C 2.541 2.236 3.912 0.66
H 0.989 3.717 3.846 0.21
H -0.132 2.314 2.072 0.41
H 3.807 -0.644 2.603 0.39
H 5.567 -0.070 4.269 0.39
H 5.365 1.931 5.675 0.38
H 3.428 3.455 5.473 0.39
```

Output
- maximum force (eV Å⁻¹) = 0.6
- energy above the lowest of the compared OMol25 structures with the same formula, charge and spin (eV) = 0.000
- HOMO level (eV) = -8.193
- frontier orbital gap (eV) = 8.54
- charge = 0

***

Let's list molecular weight in order: 334.4; 457.7; 176.6; 90.1; 1983.0; 775.7; 291.4; 99.1; 105.1; 642.6 u.